Computed, not measured: C9H10ClN3OS in the gas phase at a distorted geometry, with ωB97M-V with the def2-TZVPD basis set.

Structure (XYZ):
```
25
Properties=species:S:1:pos:R:3:forces:R:3
N 1.568629 0.307481 -0.567518 1.71 1.75 0.73
C 1.244939 -0.374544 -1.747569 -0.50 1.27 -3.40
H 2.134161 0.679472 2.115181 -0.66 -1.25 -0.74
C -1.987621 1.730184 0.631855 -1.04 -1.75 -1.03
H -0.744448 3.190550 1.247293 0.62 0.40 0.12
C 0.673531 -2.428970 2.164751 -0.47 -1.19 0.33
H -3.654270 0.811656 0.421230 -0.16 -0.19 -0.18
S -1.544176 -0.717622 -0.044022 0.95 0.00 -0.23
C 1.304959 -1.229947 2.670353 0.77 -0.28 -1.25
C 0.125921 -2.529446 0.955209 1.89 0.80 1.94
H 1.496799 -2.504295 -1.080657 0.23 0.19 -1.54
H -0.123995 -2.162341 -1.979702 1.17 0.16 0.10
H 2.208955 -0.430351 -2.279531 -0.57 0.15 -0.50
C 1.200492 -0.353650 0.431233 -1.85 -1.50 -1.73
H 0.481506 0.309167 -2.382502 1.60 -1.79 1.22
H -2.464831 3.437645 1.147736 -2.00 2.87 0.42
Cl 0.682416 -3.882149 3.243613 -0.13 1.15 -0.64
C 0.269717 -1.460180 0.019622 -1.90 1.36 -0.33
O -3.333205 1.698143 0.228221 1.20 -0.05 0.63
H 1.663208 -1.433660 3.693054 0.01 1.32 -0.50
C 0.743464 -1.756821 -1.402573 -1.65 -0.80 1.73
H -0.301479 -3.394812 0.676192 -1.55 -2.95 -1.02
N -1.680804 2.907588 1.129142 1.01 -0.43 0.21
N -1.141433 0.803828 0.548447 -0.01 -0.55 0.04
C 1.578467 -0.240995 1.747461 1.34 1.30 5.63
```
Positions in Å, forces in eV/Å.

Results
Maximum force, eV/Å: 5.928
SMILES: N/C(O)=N/S[C@]12C=C(Cl)C=CC1=NCC2
Molar mass, g mol⁻¹: 243.7
Total charge: 0
Energy above the lowest of the compared OMol25 structures with the same formula, charge and spin, kcal per mole: 28.7

Here are the Löwdin charges for atoms 1 to 6, given in e:
1 N 0.111
2 C -0.243
3 H 0.142
4 C -0.623
5 H 0.113
6 C -0.588